Molecular formula: C8H17N2
Method: DFT, ωB97M-V with the def2-TZVPD basis set

Calculated values
Net charge: +1
LUMO level (eV): -3.815
ΔE to the lowest compared entry with this formula, charge and spin (eV): 4.6313

Last columns: bonded neighbours and bond lengths (Å).
Geometry (Å):
1 C 2.154 0.989 -1.075  C2 1.201, N10 1.362
2 C 1.364 1.632 -1.712  C1 1.201, H11 1.097
3 C -1.131 -0.937 -1.868  N9 1.430, H12 1.030, H13 1.126, H14 1.096
4 C -1.462 0.069 0.294  C5 1.516, C6 1.496, N9 1.296
5 C -1.367 1.523 -0.123  C4 1.516, H15 1.035, H16 1.049, H17 1.123
6 C -1.765 -0.175 1.738  C4 1.496, H18 1.096, H19 1.108, H20 1.033
7 C -0.765 -2.211 0.166  N9 1.476, H21 1.093, H22 1.088, H23 1.156
8 C 3.011 0.918 1.293  N10 1.467, H24 1.106, H25 1.079, H26 1.163
9 N -1.300 -0.981 -0.449  C3 1.430, C4 1.296, C7 1.476
10 N 2.565 0.313 0.033  C1 1.362, C8 1.467, H27 0.991
11 H 0.851 2.174 -2.515  C2 1.097
12 H -1.955 -1.226 -2.415  C3 1.030
13 H -1.005 0.135 -2.190  C3 1.126
14 H -0.213 -1.462 -2.156  C3 1.096
15 H -0.749 1.450 -0.950  C5 1.035
16 H -0.894 2.030 0.664  C5 1.049
17 H -2.301 2.068 -0.427  C5 1.123
18 H -0.785 -0.236 2.226  C6 1.096
19 H -2.199 -1.191 1.829  C6 1.108
20 H -2.323 0.504 2.282  C6 1.033
21 H 0.308 -2.070 0.320  C7 1.093
22 H -1.437 -2.576 0.940  C7 1.088
23 H -1.001 -3.071 -0.569  C7 1.156
24 H 4.082 1.187 1.357  C8 1.106
25 H 2.279 1.677 1.518  C8 1.079
26 H 2.929 -0.040 1.948  C8 1.163
27 H 3.108 -0.494 -0.159  N10 0.991

Atomic partial charges in e from the Mulliken method, atoms 1 to 6: C -0.03; C -0.47; C -0.89; C 1.23; C -0.84; C -1.42